Record 1
# C13H25Cl3ORuSi

A molecular structure, C13H25Cl3ORuSi (ωB97M-V/def2-TZVPD, OMol25).

net charge = -2
2S+1 = 5
E = -2350.514021 a.u.
max |F| = 6.79 eV/A

```
44
Properties=species:S:1:pos:R:3:forces:R:3:lowdin_spin:R:1
C -0.464 0.829 -2.089 1.3 -1.4 -0.9 0.15
C -1.252 -0.337 -2.264 0.1 0.0 0.1 0.07
C -0.472 -1.469 -2.014 1.1 0.9 -0.8 0.15
C -2.657 -0.354 -2.784 -0.2 0.0 0.6 0.00
C 0.900 -1.040 -1.802 -1.1 0.8 -1.5 0.03
C 0.933 0.397 -2.006 -1.6 -0.8 -0.8 0.03
C 2.116 1.220 -2.336 0.2 0.4 -0.4 0.01
C -0.947 2.220 -2.132 -0.3 0.5 -0.1 0.02
C -0.949 -2.871 -2.060 -0.4 -0.1 0.2 0.03
C 2.078 -1.902 -1.638 0.7 -0.6 -0.4 0.00
Ru 0.814 0.130 0.120 -2.3 -2.8 -0.9 2.91
Cl -4.125 -0.454 0.674 -0.3 0.0 0.0 0.00
Cl -0.736 1.210 1.807 -0.6 0.8 1.9 0.08
Cl -0.051 -1.758 0.991 -0.7 -2.5 1.5 0.15
H -3.153 0.597 -2.545 -0.1 -0.3 0.0 0.00
H -3.218 -1.166 -2.305 -0.1 0.3 -0.1 0.00
H -2.701 -0.498 -3.880 0.1 0.0 0.2 0.00
H -1.810 -2.971 -1.380 0.2 -0.2 -0.1 0.01
H -0.157 -3.554 -1.750 -0.1 -0.1 0.1 0.00
H -1.287 -3.166 -3.068 0.1 0.1 0.1 0.01
H 1.817 -2.807 -1.086 0.1 0.1 0.1 0.00
H 2.847 -1.361 -1.080 0.2 -0.3 -0.1 0.00
H 2.501 -2.213 -2.600 0.2 -0.2 -0.2 0.00
H 3.008 0.730 -1.960 0.4 0.0 0.0 0.00
H 2.018 2.193 -1.861 0.2 0.1 -0.1 0.00
H 2.255 1.391 -3.409 -0.1 -0.2 -0.2 0.00
H -1.882 2.311 -1.565 0.1 0.1 0.0 0.00
H -1.156 2.568 -3.153 0.0 0.1 0.0 0.01
H -0.205 2.886 -1.688 -0.1 0.1 0.0 0.00
O 1.612 1.773 0.141 4.5 5.0 1.1 0.22
H 2.608 1.819 0.167 -1.5 0.1 -0.1 0.03
C 2.291 -0.183 2.492 0.5 0.1 0.4 0.05
Si 0.956 0.978 3.117 -1.0 -0.5 -2.1 0.01
C 0.115 0.132 4.553 0.0 0.0 1.0 0.00
C 1.690 2.691 2.981 0.7 0.6 0.4 0.00
H 1.997 -1.231 2.505 -0.1 0.1 0.0 0.00
H 3.143 -0.052 3.170 0.2 0.0 0.2 0.01
H 2.665 0.064 1.480 -0.1 -0.2 0.6 0.01
H 0.786 -0.038 5.413 -0.1 0.1 -0.2 0.00
H -0.761 0.683 4.923 0.2 0.0 -0.2 0.00
H -0.251 -0.863 4.237 0.3 0.5 -0.3 0.00
H 2.715 2.730 3.411 -0.5 0.1 0.0 0.00
H 1.790 2.961 1.903 -0.3 -0.6 0.7 0.00
H 1.067 3.462 3.439 0.1 0.0 0.2 0.00
```
Positions in Å, forces in eV/Å.


Record 2
# C13H28AlFNO3

A molecular structure, C13H28AlFNO3 (ωB97M-V/def2-TZVPD, OMol25).

net charge = -1
E = -1135.009953 a.u.
max |F| = 1.55 eV/A
energy relative to the best compared isomer or geometry (same formula, charge and spin) = 6.5 kcal/mol

```
47
Properties=species:S:1:pos:R:3:forces:R:3:mulliken_charge:R:1
C -3.561 -1.816 -0.061 0.3 -0.4 0.6 -0.95
C -2.621 -2.716 -0.863 0.0 0.9 -0.6 -0.74
C -1.628 -1.962 -1.777 0.1 -0.7 0.1 -0.98
C -0.230 -1.735 -1.200 -0.2 0.1 0.2 -1.36
C -0.078 -0.500 -0.254 -0.7 0.0 0.6 1.75
C -0.002 -1.075 1.194 0.3 0.3 -0.3 -1.31
C -0.162 -0.119 2.338 0.2 0.1 0.5 -1.28
O 1.018 0.645 2.563 -0.1 -0.2 0.2 -0.27
C 0.818 1.687 3.505 0.3 0.1 -0.8 -0.39
C 0.430 2.976 2.802 -0.2 -0.3 0.5 -0.97
O -1.282 0.239 -0.219 -0.1 0.3 -0.7 -0.95
Al -1.101 1.906 -0.870 0.8 -0.5 0.4 1.38
O 0.695 1.829 -0.472 -0.9 -0.4 -0.4 -1.00
C 1.068 0.481 -0.731 1.3 0.9 -0.1 2.70
C 2.484 0.328 -0.112 0.0 -0.7 -0.4 -2.02
N 2.982 -1.030 0.201 0.0 0.3 0.3 -0.77
C 1.303 0.381 -2.276 -1.0 -0.2 0.4 -0.21
C 1.847 1.613 -2.931 0.5 -0.3 -0.4 -1.58
F 2.147 -0.719 -2.570 0.3 0.1 0.0 -0.45
H -3.672 -0.837 -0.502 -0.1 0.2 -0.3 0.17
H -4.525 -2.289 0.097 -0.3 0.0 -0.1 0.40
H -3.147 -1.647 0.927 0.1 0.2 0.2 0.19
H -3.219 -3.345 -1.517 -0.1 -0.3 0.0 0.46
H -2.029 -3.348 -0.209 -0.1 -0.4 0.2 0.31
H -1.486 -2.609 -2.643 0.1 -0.1 -0.2 0.51
H -2.068 -1.047 -2.151 -0.1 0.3 0.0 0.33
H 0.015 -2.622 -0.620 0.2 -0.3 0.1 0.55
H 0.475 -1.725 -2.023 0.0 0.0 0.1 0.65
H 0.874 -1.684 1.377 0.3 -0.1 -0.1 0.30
H -0.844 -1.755 1.261 -0.3 -0.2 0.0 0.42
H -0.344 -0.715 3.244 -0.1 -0.1 0.1 0.40
H -1.021 0.533 2.210 -0.2 0.1 -0.3 0.47
H 1.775 1.841 3.996 0.1 -0.1 0.3 0.32
H 0.065 1.400 4.237 -0.1 -0.1 0.3 0.37
H -0.517 2.842 2.299 -0.2 0.1 -0.3 0.17
H 1.184 3.233 2.075 0.1 0.1 -0.3 0.18
H 0.330 3.773 3.540 0.0 0.2 0.0 0.45
H -1.982 3.022 -0.142 0.0 0.1 0.2 -0.72
H -1.300 1.920 -2.474 -0.1 0.1 -0.1 -0.44
H 3.187 0.746 -0.825 0.1 0.2 -0.2 0.45
H 2.539 0.960 0.756 -0.2 0.0 0.5 0.38
H 2.412 -1.735 -0.247 0.1 0.0 -0.1 0.35
H 2.880 -1.165 1.199 0.0 -0.1 0.0 0.39
H 0.348 0.141 -2.738 -0.1 0.0 -0.2 0.32
H 2.346 1.306 -3.850 0.1 -0.1 -0.1 0.47
H 2.570 2.142 -2.325 0.0 0.2 0.2 0.28
H 1.031 2.252 -3.224 -0.2 0.4 0.2 0.27
```
Positions in Å, forces in eV/Å.


Record 3
# C21H28N2O4S2

A molecular structure, C21H28N2O4S2 (ωB97M-V/def2-TZVPD, OMol25).

E = -2023.861892 a.u.
max |F| = 1.29 eV/A
energy relative to the best compared isomer or geometry (same formula, charge and spin) = 10.0 kcal/mol

```
57
Properties=species:S:1:pos:R:3:forces:R:3:mulliken_charge:R:1
C -4.610 3.445 -0.048 0.0 0.2 -0.1 -0.78
H -4.757 3.530 -1.129 0.0 0.0 0.0 0.32
O -4.611 2.102 0.371 0.0 -0.3 0.1 -0.47
C -3.645 1.272 -0.104 0.2 -0.1 -0.1 1.04
C -3.682 -0.043 0.366 -0.1 0.1 0.0 -0.82
C -2.745 -0.961 -0.049 0.0 0.1 -0.2 -0.27
C -1.734 -0.594 -0.932 -0.2 0.1 -0.3 0.14
C -1.706 0.707 -1.404 -0.1 -0.4 0.0 -0.40
C -2.651 1.638 -1.004 -0.3 0.3 0.1 -0.65
H -2.593 2.642 -1.393 0.0 0.1 0.0 0.32
H -0.933 1.010 -2.096 0.1 0.0 -0.1 0.29
C -0.707 -1.597 -1.381 -0.1 0.3 -0.1 -0.87
N -0.124 -2.327 -0.269 -0.2 -0.2 -0.3 0.31
C 0.308 -1.709 0.833 0.2 -0.1 0.8 0.26
N 0.101 -0.456 1.080 -0.2 0.1 -0.6 0.05
C 0.634 -0.018 2.249 0.2 0.0 0.4 0.39
O 1.313 -0.754 2.965 0.1 0.7 0.4 -0.70
C 0.306 1.394 2.643 0.0 0.1 -0.1 -1.00
H -0.600 1.321 3.254 0.0 0.0 0.1 0.42
H 1.106 1.766 3.287 0.0 -0.1 0.1 0.35
C 0.045 2.339 1.473 0.3 0.1 0.2 -0.26
C 1.318 2.796 0.769 -0.4 -0.1 -0.2 0.35
C 1.044 3.808 -0.346 0.3 0.0 0.2 -0.67
H 0.769 4.791 0.035 -0.1 0.0 0.0 0.46
C 2.348 3.836 -1.144 -0.1 0.1 -0.1 -0.70
H 2.182 4.114 -2.184 0.1 0.1 0.0 0.41
H 3.028 4.570 -0.710 0.0 0.1 0.0 0.28
C 2.940 2.421 -1.009 0.1 -0.1 0.0 -0.80
H 2.935 1.896 -1.965 0.1 0.0 0.0 0.35
H 3.975 2.473 -0.671 0.0 0.0 -0.1 0.26
C 2.066 1.690 0.022 0.1 0.1 0.0 0.04
H 2.656 1.066 0.691 0.0 -0.1 0.0 0.50
H 1.335 1.052 -0.476 0.0 0.0 0.0 -0.46
H 0.226 3.438 -0.968 -0.1 0.0 0.0 0.07
H 1.991 3.254 1.502 0.1 0.0 0.0 0.19
H -0.475 3.222 1.852 -0.1 0.0 0.0 0.51
H -0.608 1.834 0.761 0.0 0.1 0.0 -0.42
S 1.151 -2.759 1.949 0.1 -1.2 -0.4 -0.20
C 0.766 -4.245 0.870 -0.5 0.7 0.5 0.04
C 1.946 -5.187 0.778 0.2 0.0 -0.7 -0.85
H 1.750 -6.171 1.192 0.0 -0.1 -0.1 0.40
H 2.848 -4.771 1.217 0.1 0.0 0.0 0.42
S 2.260 -5.338 -1.010 0.4 0.3 -0.1 1.15
O 3.657 -5.466 -1.303 0.2 0.2 0.2 -0.67
O 1.361 -6.299 -1.584 -0.5 -0.1 0.1 -0.64
C 1.622 -3.676 -1.393 0.2 -0.8 0.4 -0.84
H 1.404 -3.589 -2.451 0.1 -0.1 -0.1 0.46
C 0.390 -3.661 -0.500 -0.3 0.0 -0.1 -0.88
H -0.390 -4.269 -0.973 0.1 0.1 0.1 0.39
H 2.370 -2.951 -1.083 0.1 0.1 0.1 0.38
H -0.100 -4.735 1.319 0.1 0.0 -0.1 0.55
H 0.080 -1.087 -1.949 -0.1 0.0 0.0 0.41
H -1.177 -2.341 -2.033 0.1 0.0 0.0 0.41
H -2.787 -1.973 0.325 0.0 -0.1 0.1 0.42
H -4.462 -0.315 1.059 -0.1 0.0 0.1 0.46
H -3.683 3.954 0.235 0.0 0.0 0.0 0.29
H -5.449 3.914 0.465 0.1 0.0 -0.1 0.25
```
Positions in Å, forces in eV/Å.


Record 4
# C35H41CrN4O2

A molecular structure, C35H41CrN4O2 (ωB97M-V/def2-TZVPD, OMol25).

net charge = -1
2S+1 = 5
E = -2772.277034 a.u.
max |F| = 0.31 eV/A
energy relative to the best compared isomer or geometry (same formula, charge and spin) = 5.1 kcal/mol

```
83
Properties=species:S:1:pos:R:3:forces:R:3:lowdin_spin:R:1
Cr 1.791 0.156 -0.163 0.2 0.1 -0.1 2.92
O 5.082 2.068 -1.138 0.0 0.0 0.0 0.01
C 3.979 1.567 -0.972 0.1 0.0 0.0 0.01
N 3.672 0.280 -0.662 0.0 0.0 0.1 -0.02
C 4.528 -0.599 0.008 0.0 0.0 0.1 0.00
C 5.908 -0.475 0.144 0.0 0.0 0.0 0.00
C 6.616 -1.424 0.877 0.0 0.0 0.0 0.00
C 5.972 -2.497 1.469 0.0 0.0 0.0 0.00
C 4.591 -2.636 1.336 0.0 0.0 0.0 0.00
C 3.872 -1.696 0.620 0.0 0.0 0.0 0.00
N 2.481 -1.736 0.356 -0.2 0.2 0.0 0.00
C 1.968 -2.824 -0.229 0.1 -0.1 0.1 0.01
O 2.273 -4.009 -0.089 0.0 0.0 -0.1 0.02
C 0.976 -2.466 -1.325 -0.1 0.0 -0.1 0.01
C 0.432 -3.447 -2.139 0.0 0.0 0.0 0.00
C -0.231 -3.057 -3.290 0.0 0.0 0.0 0.00
C -0.343 -1.707 -3.587 0.0 0.0 0.0 0.00
C 0.188 -0.786 -2.699 -0.1 0.0 0.1 0.01
N 0.830 -1.165 -1.598 0.1 0.0 0.0 0.01
C 2.678 2.378 -1.045 -0.3 0.1 0.0 0.03
C 2.748 3.754 -0.474 0.0 0.0 0.1 0.01
C 2.626 3.770 0.858 0.1 0.0 0.0 0.00
C 2.564 2.588 1.756 0.0 0.0 0.0 0.01
C 2.286 1.283 1.529 0.1 0.1 0.0 -0.06
N 1.547 1.825 -1.188 0.1 -0.1 -0.1 0.02
H 6.408 0.360 -0.323 0.0 0.0 0.0 0.00
H 7.689 -1.314 0.980 0.0 0.0 0.0 0.00
H 6.536 -3.231 2.031 0.0 0.0 0.0 0.00
H 4.065 -3.473 1.773 0.0 0.0 0.0 0.00
H 0.591 -4.481 -1.870 0.0 0.0 0.0 0.00
H -0.642 -3.800 -3.963 0.0 0.0 0.0 0.00
H -0.835 -1.369 -4.489 0.0 0.0 0.0 0.00
H 0.131 0.286 -2.852 0.0 0.0 0.0 0.00
H 2.856 4.662 -1.055 0.0 0.0 0.0 0.00
H 2.644 4.730 1.368 0.0 0.0 0.0 0.00
H 2.854 2.864 2.774 0.0 0.0 0.0 0.00
H 2.457 0.697 2.439 -0.1 -0.1 0.0 0.00
C -0.898 0.632 0.989 -0.2 -0.1 -0.1 0.02
C -1.779 1.152 -0.004 0.0 0.1 0.2 0.35
C -2.566 0.009 -0.544 0.0 0.2 0.0 0.09
C -2.198 -1.070 0.199 0.2 -0.1 0.0 0.14
C -1.204 -0.701 1.202 -0.1 0.0 -0.1 0.24
C -0.932 -1.562 2.411 0.0 0.0 0.0 0.03
C -0.641 -3.017 2.032 -0.1 0.0 0.0 0.01
C 0.224 -1.030 3.251 0.0 0.0 0.0 0.00
C -2.225 -1.529 3.252 0.0 0.0 0.0 0.02
C -3.624 -0.078 -1.646 0.0 -0.1 0.0 0.00
C -3.177 0.519 -2.992 0.0 0.0 0.0 0.00
C -3.953 -1.556 -1.914 -0.1 0.0 0.0 0.00
C -4.938 0.583 -1.205 0.0 0.1 0.0 0.00
C -2.047 2.654 -0.001 0.0 0.0 0.0 0.04
C -3.149 2.892 1.055 0.0 0.0 0.0 0.03
C -2.502 3.251 -1.335 0.0 0.0 0.0 0.01
C -0.812 3.457 0.433 0.0 -0.1 0.0 0.00
H -0.268 1.259 1.594 0.1 -0.1 0.1 0.00
H -2.549 -2.083 0.076 0.0 0.0 0.0 0.00
H 0.266 -3.100 1.440 0.0 0.0 0.0 0.00
H -1.468 -3.466 1.477 0.0 0.0 0.0 0.00
H -0.496 -3.603 2.943 0.0 0.0 0.0 0.00
H 1.170 -1.170 2.730 0.0 0.0 0.0 0.00
H 0.272 -1.572 4.199 0.0 0.0 0.0 0.00
H 0.110 0.033 3.471 0.0 0.0 0.0 0.00
H -2.118 -2.196 4.112 0.0 0.0 0.0 0.00
H -3.088 -1.857 2.669 0.0 0.0 0.0 0.00
H -2.423 -0.520 3.619 0.0 0.0 0.0 0.00
H -2.135 0.285 -3.197 0.0 0.0 0.0 0.00
H -3.294 1.596 -3.039 0.0 0.0 0.0 0.00
H -3.781 0.092 -3.797 0.0 0.0 0.0 0.00
H -3.071 -2.106 -2.241 0.1 0.0 0.0 0.00
H -4.710 -1.618 -2.698 0.0 0.0 0.0 0.00
H -4.363 -2.044 -1.029 0.0 0.0 0.0 0.00
H -4.817 1.641 -0.981 0.0 -0.1 0.0 0.00
H -5.325 0.091 -0.311 0.0 0.0 0.0 0.00
H -5.684 0.495 -2.000 0.0 0.0 0.0 0.00
H -4.057 2.330 0.839 0.0 0.0 0.0 0.00
H -3.399 3.956 1.083 0.0 0.0 0.0 0.00
H -2.794 2.596 2.043 0.0 0.0 0.0 0.00
H -3.499 2.927 -1.621 0.0 0.0 0.0 0.00
H -1.797 3.010 -2.133 0.0 0.0 0.0 0.00
H -2.532 4.338 -1.236 0.0 0.0 0.0 0.00
H -0.471 3.205 1.437 0.0 0.0 0.0 0.00
H -1.073 4.518 0.442 0.0 0.0 0.0 0.00
H 0.027 3.283 -0.241 0.0 0.0 0.0 0.00
```
Positions in Å, forces in eV/Å.